No. 1
{
  "formula": "C24H19AuF6N7PSeTe",
  "method": "ωB97M-V/def2-TZVPD",
  "elements": ["Au", "Se", "N", "C", "C", "C", "C", "C", "N", "C", "C", "N", "C", "C", "C", "C", "C", "N", "H", "H", "H", "H", "H", "H", "N", "C", "C", "C", "C", "C", "C", "C", "N", "C", "C", "N", "C", "H", "H", "H", "H", "H", "H", "H", "F", "P", "F", "F", "F", "F", "F", "C", "Te", "C", "H", "H", "H", "H", "H", "H"],
  "coordinates": [[-1.175103, -0.332229, -0.372408], [-0.938874, 7.026228, -2.242779], [-1.139905, 6.168058, -0.694741], [-1.226834, 4.902795, -0.971739], [-1.402683, 3.864386, 0.024184], [-1.515439, 4.158096, 1.387584], [-1.686025, 3.110764, 2.268083], [-1.710228, 1.818857, 1.770868], [-1.597475, 1.532829, 0.467840], [-1.445891, 2.543233, -0.406636], [-1.330415, 2.195717, -1.835664], [-1.348149, 0.894271, -2.134814], [-1.277748, 0.495894, -3.408769], [-1.195583, 1.398595, -4.458309], [-1.149372, 2.750619, -4.170243], [-1.214885, 3.157347, -2.834835], [-1.141474, 4.549430, -2.429065], [-0.992811, 5.544321, -3.244627], [-1.465587, 5.184502, 1.728118], [-1.779799, 3.270501, 3.332723], [-1.812685, 0.987468, 2.453196], [-1.280948, -0.572292, -3.581949], [-1.152996, 1.037419, -5.476029], [-1.063845, 3.490415, -4.956413], [7.183789, -5.156559, -4.403096], [6.150066, -4.832621, -4.024734], [4.856772, -4.417902, -3.553911], [3.715918, -4.756779, -4.278700], [2.470048, -4.349339, -3.833951], [2.391555, -3.618695, -2.660228], [3.513630, -3.276751, -1.921488], [4.757138, -3.675934, -2.378126], [1.094572, -3.190964, -2.186354], [-0.070184, -3.926847, -2.209529], [-1.042190, -3.152225, -1.662659], [-0.456707, -1.951897, -1.303907], [0.838379, -2.006093, -1.636636], [3.809661, -5.328524, -5.191308], [1.582822, -4.588625, -4.405626], [3.430095, -2.713196, -0.999443], [5.650202, -3.425934, -1.822879], [-0.104692, -4.927259, -2.606072], [-2.087993, -3.358069, -1.517611], [1.563429, -1.221577, -1.476483], [0.791316, 0.549571, 1.520738], [2.030013, 1.239724, 0.570221], [2.610218, -0.265789, 0.392401], [2.859615, 1.492699, 1.868687], [1.032443, 0.897803, -0.747852], [3.092576, 1.850093, -0.405174], [1.231015, 2.635583, 0.703222], [0.990416, -2.550385, 1.738827], [-0.897087, -1.630497, 1.882728], [-2.039139, -3.373879, 1.523218], [1.047232, -3.142670, 0.829991], [1.049442, -3.199868, 2.612737], [1.739783, -1.762647, 1.770674], [-2.146006, -3.859655, 2.493557], [-1.520887, -4.028922, 0.829580], [-3.021831, -3.093608, 1.150901]],
  "forces_ev_per_a": [[0.063, 0.130, 0.150], [0.002, -0.024, 0.020], [0.003, 0.033, -0.030], [0.000, -0.065, 0.017], [-0.062, 0.184, 0.062], [0.001, -0.090, -0.028], [0.019, 0.006, -0.066], [-0.022, -0.012, 0.174], [-0.071, -0.077, -0.081], [-0.013, 0.015, -0.113], [-0.009, -0.017, 0.050], [-0.044, -0.082, -0.023], [0.015, 0.023, -0.008], [0.021, 0.042, 0.033], [-0.011, -0.068, -0.018], [0.017, 0.056, -0.026], [-0.001, -0.026, 0.015], [0.002, -0.002, 0.019], [-0.005, 0.002, 0.004], [-0.007, 0.009, -0.001], [-0.029, 0.026, -0.040], [-0.027, 0.000, -0.007], [-0.002, 0.005, -0.002], [0.007, -0.002, -0.003], [0.002, -0.001, 0.003], [0.000, 0.001, -0.005], [0.012, 0.001, 0.003], [-0.003, -0.001, -0.003], [0.005, 0.001, 0.022], [-0.002, 0.008, 0.021], [0.003, 0.012, -0.002], [-0.012, -0.009, -0.014], [0.028, 0.022, 0.017], [-0.051, 0.018, -0.057], [0.060, -0.011, -0.022], [0.001, -0.046, 0.000], [-0.010, -0.026, -0.011], [-0.001, -0.002, 0.001], [0.006, -0.003, -0.009], [0.006, -0.023, -0.007], [0.001, 0.002, 0.000], [-0.011, 0.002, 0.001], [-0.006, -0.008, -0.009], [-0.014, -0.027, -0.002], [0.179, 0.024, -0.061], [-0.060, -0.175, 0.204], [-0.002, 0.151, -0.019], [0.011, -0.010, -0.011], [0.120, 0.100, -0.142], [-0.004, -0.011, -0.028], [0.010, 0.039, -0.011], [0.052, 0.037, 0.009], [-0.094, -0.061, -0.065], [-0.025, 0.003, 0.054], [-0.032, -0.008, -0.026], [0.014, 0.017, 0.026], [-0.034, -0.092, 0.007], [-0.011, -0.011, -0.005], [0.027, 0.017, 0.020], [-0.009, 0.007, 0.025]],
  "lowdin_charge": [1.074, 1.514, -0.140, -0.243, -0.071, 0.093, 0.047, -0.081, -0.024, -0.129, -0.126, 0.002, -0.034, 0.039, 0.089, -0.057, -0.247, -0.135, 0.151, 0.146, 0.067, 0.129, 0.141, 0.149, 0.213, -0.153, -0.192, 0.018, 0.009, -0.182, 0.007, 0.018, 0.021, 0.020, -0.100, -0.162, -0.116, 0.140, 0.125, 0.116, 0.139, 0.152, 0.127, 0.135, -0.335, 0.212, -0.158, -0.060, -0.249, -0.070, -0.123, -0.300, 1.584, -0.350, 0.021, 0.048, 0.012, 0.037, 0.014, 0.030],
  "molar_mass_g_mol": 953.95,
  "spin_multiplicity": 2,
  "energy_ha": -5054.1331,
  "charge": 3,
  "e_above_lowest_ev": 2.379,
  "fmax_ha_per_bohr": 0.0053
}

No. 2
{
  "formula": "C24H19BrClFeIN2O2P",
  "method": "ωB97M-V/def2-TZVPD",
  "elements": ["Fe", "N", "C", "C", "C", "C", "C", "C", "P", "C", "C", "C", "C", "C", "C", "C", "C", "C", "C", "C", "C", "H", "H", "H", "H", "H", "H", "H", "H", "H", "H", "H", "H", "H", "H", "H", "H", "Br", "C", "C", "N", "C", "C", "C", "C", "O", "O", "H", "H", "H", "I", "Cl"],
  "coordinates": [[0.225280, -1.045473, -2.571188], [3.001114, -1.001457, -0.184800], [3.245143, 0.335580, -0.152946], [4.560522, 0.787398, 0.058777], [4.862775, 2.130703, 0.094296], [3.866470, 3.084670, -0.071691], [2.568126, 2.659194, -0.292673], [2.230978, 1.305384, -0.344762], [0.556252, 0.771888, -0.811836], [-0.253179, 0.262536, 0.739328], [-1.571861, -0.189364, 0.651198], [-2.229909, -0.642368, 1.783251], [-1.573246, -0.665266, 3.008849], [-0.262419, -0.223613, 3.098230], [0.396749, 0.243454, 1.967776], [-0.284869, 2.337481, -1.212010], [-0.278897, 2.748255, -2.542269], [-0.875074, 3.946646, -2.906351], [-1.495060, 4.733427, -1.946079], [-1.517811, 4.321196, -0.620041], [-0.913509, 3.127132, -0.253543], [3.782691, -1.620463, -0.062925], [2.102104, -1.445728, -0.013453], [5.344107, 0.050192, 0.193722], [5.888904, 2.439281, 0.256780], [4.099289, 4.140758, -0.043507], [1.791124, 3.395671, -0.447121], [-2.072689, -0.197604, -0.313028], [-3.249663, -0.998832, 1.705044], [-2.081650, -1.041625, 3.887770], [0.254841, -0.247409, 4.049319], [1.422056, 0.585922, 2.038001], [0.180649, 2.118222, -3.295604], [-0.872555, 4.253386, -3.944237], [-1.971290, 5.663010, -2.232416], [-2.009316, 4.928338, 0.129941], [-0.931070, 2.805050, 0.780567], [-5.200635, -4.629895, -0.556625], [-3.515071, -4.495962, 0.301670], [-3.335751, -5.095391, 1.538943], [-2.185587, -5.031086, 2.202363], [-1.183579, -4.357053, 1.639998], [-1.278963, -3.731725, 0.405466], [-2.477661, -3.801853, -0.289361], [-0.124067, -2.929284, -0.141661], [0.884612, -2.787985, 0.546871], [-0.337781, -2.438851, -1.297512], [-4.147643, -5.640949, 2.005710], [-0.254085, -4.290989, 2.191206], [-2.578768, -3.308389, -1.248260], [-2.213724, -0.411690, -3.513752], [2.013591, -0.904472, -3.965445]],
  "forces_ev_per_a": [[0.180, 0.084, -0.016], [-0.022, -0.111, -0.005], [-0.040, 0.110, 0.000], [0.005, 0.009, -0.014], [0.046, -0.038, 0.009], [-0.066, 0.061, -0.009], [0.035, -0.051, 0.030], [0.060, -0.086, -0.002], [0.016, -0.018, -0.039], [-0.016, -0.009, 0.047], [-0.005, 0.014, 0.003], [0.033, -0.001, -0.005], [-0.004, -0.011, -0.039], [0.009, 0.011, 0.002], [-0.026, 0.023, -0.034], [-0.013, -0.028, -0.042], [0.012, 0.011, -0.015], [0.006, -0.017, 0.014], [0.007, -0.017, 0.015], [0.005, -0.007, -0.013], [0.008, 0.006, -0.010], [0.002, 0.038, -0.001], [-0.053, 0.044, 0.013], [-0.004, -0.006, 0.002], [-0.002, -0.006, -0.003], [-0.010, 0.000, -0.002], [0.007, 0.020, -0.001], [-0.007, -0.004, 0.016], [-0.003, -0.001, -0.004], [0.000, 0.005, 0.005], [0.003, -0.003, 0.000], [0.012, -0.007, 0.007], [-0.006, 0.005, 0.001], [0.002, -0.001, -0.002], [-0.003, 0.001, 0.002], [0.000, 0.001, 0.002], [-0.010, 0.001, 0.005], [0.013, -0.006, 0.006], [-0.021, -0.015, 0.011], [0.027, 0.026, -0.036], [0.021, -0.021, 0.039], [-0.032, -0.004, 0.027], [-0.047, 0.025, -0.025], [-0.029, 0.000, 0.001], [-0.040, 0.056, -0.049], [0.094, 0.013, 0.024], [0.061, -0.115, -0.136], [-0.006, -0.001, 0.002], [0.002, -0.005, 0.006], [0.004, 0.012, 0.008], [0.032, 0.002, 0.020], [-0.235, 0.012, 0.182]],
  "lowdin_charge": [-0.009, 0.135, -0.334, -0.047, -0.108, -0.113, -0.089, -0.295, 1.052, -0.370, -0.105, -0.077, -0.088, -0.081, -0.079, -0.384, -0.124, -0.079, -0.094, -0.088, -0.086, 0.099, 0.036, 0.103, 0.097, 0.091, 0.094, 0.065, 0.107, 0.099, 0.099, 0.105, 0.085, 0.103, 0.096, 0.097, 0.107, 0.714, -0.667, -0.207, 0.067, -0.083, -0.110, -0.044, -0.598, 0.023, -0.204, 0.094, 0.117, 0.107, -0.038, -0.191],
  "molar_mass_g_mol": 696.51,
  "spin_multiplicity": 5,
  "energy_ha": -6123.2004,
  "charge": -1,
  "fmax_ha_per_bohr": 0.0058
}